ORCA calculation (ωB97M-V/def2-TZVPD) on one molecule with the formula C3H10N2O2.

Summary:
energy above the lowest of the compared OMol25 structures with the same formula, charge and spin	276.09	kJ/mol
HOMO level	-9.003	eV
E_LUMO	0.73	eV

```
! RIJCOSX wB97M-V def2-TZVPD def2/J DEFGRID3
* xyz 0 1
C -1.6098 0.8755 0.3445
C -0.8387 0.0176 -0.6533
O -1.5710 -1.2022 -0.8403
C 0.6361 -0.2903 -0.2422
N 1.5268 0.8596 -0.2523
N 0.7276 -0.8037 1.1205
O 2.1153 -1.2143 1.3208
H -1.7670 0.3438 1.2894
H -1.1027 1.8222 0.5488
H -2.6088 1.0983 -0.0470
H -0.8355 0.5325 -1.6219
H -1.1190 -1.7151 -1.5306
H 1.0270 -1.0451 -0.9360
H 1.2211 1.4689 0.5075
H 1.3813 1.3892 -1.1101
H 0.2197 -1.6916 1.1598
H 2.5977 -0.4452 0.9425
*
```

These are the Löwdin partial charges, in e, on atoms 1 to 2: number 1, C, carries -0.047; number 2, C, carries -0.385